(1)
{"formula": "C26H51Cl3MnN2O3PSi", "method": "ωB97M-V with the def2-TZVPD basis set", "species": ["C", "C", "H", "H", "H", "C", "C", "H", "H", "H", "H", "Mn", "Cl", "Cl", "C", "O", "N", "C", "C", "H", "H", "H", "H", "H", "H", "H", "H", "H", "C", "C", "N", "H", "C", "O", "H", "H", "H", "H", "O", "C", "C", "C", "H", "C", "H", "C", "H", "C", "C", "H", "H", "H", "Si", "Cl", "C", "C", "C", "H", "H", "H", "H", "H", "H", "H", "H", "H", "C", "C", "P", "C", "C", "C", "C", "H", "H", "H", "H", "H", "H", "H", "H", "H", "H", "H", "H", "H", "H", "H"], "xyz": [[2.513, -2.603, -6.707], [1.964, -1.710, -7.766], [2.056, -3.601, -6.776], [2.293, -2.222, -5.699], [3.606, -2.719, -6.810], [1.853, -2.142, -9.044], [2.189, -3.524, -9.468], [1.563, -1.456, -9.832], [1.719, -4.270, -8.817], [3.272, -3.720, -9.479], [1.812, -3.691, -10.479], [2.241, 0.311, -3.871], [2.366, 1.302, -1.888], [3.783, 1.040, -5.287], [-0.316, 3.472, -2.100], [-0.860, 2.472, -1.629], [-0.994, 4.441, -2.770], [-2.410, 4.245, -3.027], [-0.310, 5.513, -3.480], [0.774, 3.678, -2.025], [-2.883, 3.790, -2.150], [-2.563, 3.593, -3.902], [-2.857, 5.220, -3.231], [0.633, 5.746, -2.969], [-0.944, 6.405, -3.496], [-0.089, 5.233, -4.522], [-0.309, -4.223, -1.030], [-0.909, -3.600, -3.690], [-1.342, -4.606, -1.084], [-1.899, -3.987, -3.419], [-2.159, -3.821, -2.005], [-1.799, -4.558, -0.087], [-3.076, -2.928, -1.549], [-3.660, -2.101, -2.245], [-2.659, -3.464, -3.999], [-3.264, -3.019, -0.458], [-1.296, -5.652, -1.420], [-1.921, -5.054, -3.662], [0.853, -0.302, -6.152], [1.629, -0.289, -7.365], [-0.015, 0.223, -9.250], [1.084, 0.599, -8.469], [-0.496, -0.736, -9.071], [-0.492, 1.082, -10.252], [2.596, 0.141, -7.062], [1.749, 1.803, -8.736], [-1.399, 0.802, -10.800], [0.182, 2.273, -10.522], [1.309, 2.628, -9.773], [2.624, 2.062, -8.132], [-0.181, 2.929, -11.324], [1.844, 3.561, -9.984], [-0.598, 0.411, -5.609], [1.118, -1.762, -3.733], [-1.944, 0.037, -6.852], [-0.220, 2.254, -5.748], [-1.393, 0.039, -3.960], [-1.926, 0.737, -7.703], [-2.906, 0.142, -6.332], [-1.864, -0.992, -7.234], [-1.080, -0.949, -3.607], [-2.490, 0.025, -4.031], [-1.115, 0.775, -3.191], [-0.055, 2.500, -6.812], [0.691, 2.547, -5.202], [-1.062, 2.866, -5.391], [-3.801, 1.563, 1.576], [-2.466, 1.598, 2.316], [-1.262, 0.380, 1.628], [0.237, 0.618, 2.690], [0.072, 1.286, 4.046], [-1.937, -1.223, 2.309], [-2.468, -1.247, 3.730], [-3.652, 1.664, 0.495], [-4.428, 2.395, 1.912], [-4.369, 0.644, 1.770], [-1.994, 2.584, 2.185], [-2.607, 1.415, 3.389], [0.686, -0.379, 2.789], [0.901, 1.212, 2.042], [-0.451, 0.647, 4.765], [1.065, 1.478, 4.465], [-0.446, 2.247, 3.964], [-2.715, -1.525, 1.589], [-1.099, -1.928, 2.205], [-3.278, -0.527, 3.883], [-2.876, -2.242, 3.939], [-1.683, -1.077, 4.473]], "lowdin_spin": [0.00, 0.00, 0.00, 0.00, 0.00, 0.00, 0.00, 0.00, 0.00, 0.00, 0.00, 4.65, 0.12, 0.10, 0.00, 0.00, 0.00, 0.00, 0.00, 0.00, 0.00, 0.00, 0.00, 0.00, 0.00, 0.00, 0.00, 0.00, 0.00, 0.00, 0.00, 0.00, 0.00, 0.00, 0.00, 0.00, 0.00, 0.00, 0.03, 0.00, 0.00, 0.00, 0.00, 0.00, 0.00, 0.00, 0.00, 0.00, 0.00, 0.00, 0.00, 0.00, 0.01, 0.07, 0.00, 0.01, 0.00, 0.00, 0.00, 0.00, 0.00, 0.00, 0.00, 0.00, 0.00, 0.00, 0.00, 0.00, 0.00, 0.00, 0.00, 0.00, 0.00, 0.00, 0.00, 0.00, 0.00, 0.00, 0.00, 0.00, 0.00, 0.00, 0.00, 0.00, 0.00, 0.00, 0.00, 0.00], "homo_energy_ev": [-5.383, -5.771], "multiplicity": 6, "max_force_ev_per_a": 1.72, "homo_lumo_gap_ev": [7.98, 8.37], "charge": -1, "s2": 8.756}

=====

(2)
{"formula": "CH3S4SbSeTc", "method": "ωB97M-V with the def2-TZVPD basis set", "species": ["Tc", "S", "Sb", "S", "S", "S", "Se", "C", "H", "H", "H"], "xyz": [[-0.292, -0.201, 0.225], [0.085, 3.091, -2.499], [-1.604, 2.463, -1.295], [-0.582, 1.610, 1.192], [-1.636, -0.354, -1.349], [-3.654, 2.772, -0.647], [-0.139, -2.021, 1.586], [1.687, -1.818, 0.791], [1.709, -1.800, -0.306], [2.181, -2.748, 1.072], [2.245, -0.993, 1.229]], "nbo_charge": [0.13, -0.41, 1.29, 0.03, 0.03, -0.40, 0.40, -0.89, 0.26, 0.31, 0.26], "homo_energy_ev": -13.315, "de_lowest_kcal_mol": 13.20, "max_force_ev_per_a": 0.15, "homo_lumo_gap_ev": 6.74, "charge": 1}

=====

(3)
{"formula": "C24H52IN6O4P2", "method": "ωB97M-V with the def2-TZVPD basis set", "species": ["C", "C", "C", "C", "N", "N", "C", "N", "C", "C", "C", "O", "N", "C", "C", "N", "P", "N", "C", "I", "P", "C", "C", "C", "O", "C", "C", "O", "C", "C", "O", "C", "C", "C", "C", "C", "C", "H", "H", "H", "H", "H", "H", "H", "H", "H", "H", "H", "H", "H", "H", "H", "H", "H", "H", "H", "H", "H", "H", "H", "H", "H", "H", "H", "H", "H", "H", "H", "H", "H", "H", "H", "H", "H", "H", "H", "H", "H", "H", "H", "H", "H", "H", "H", "H", "H", "H", "H", "H"], "xyz": [[1.431, 4.434, 0.463], [2.204, 3.295, -0.230], [1.406, 2.626, -1.367], [1.442, 1.097, -1.325], [0.648, 0.649, -0.170], [-0.042, -0.641, -0.384], [-1.373, -0.381, -0.099], [-2.182, 0.107, -0.982], [-1.741, 0.359, -2.347], [-3.568, 0.459, -0.638], [-4.277, 1.239, -1.757], [-5.014, 0.607, -2.508], [-4.115, 2.622, -1.870], [-3.247, 3.255, -0.872], [-3.809, 3.059, -3.249], [-1.850, -0.578, 1.219], [-1.556, 0.725, 2.306], [-0.235, 0.780, 3.112], [-1.585, -1.953, 1.632], [-3.132, -3.135, 0.496], [-1.937, -2.537, 3.400], [-0.455, -2.012, 4.371], [-3.443, -1.602, 3.974], [-3.245, -0.747, 5.225], [-0.368, -2.453, 1.272], [0.541, -1.789, 0.377], [1.734, -1.392, 1.220], [2.803, -0.992, 0.397], [3.712, -0.157, 1.091], [4.998, -0.056, 0.324], [4.773, 0.652, -0.888], [5.352, 0.041, -2.043], [4.346, -0.870, -2.769], [1.070, -2.896, -0.628], [0.461, -4.279, -0.379], [0.961, -2.540, -2.110], [-0.429, -2.751, -2.746], [2.068, 5.296, 0.625], [0.583, 4.766, -0.133], [1.029, 4.089, 1.414], [2.480, 2.547, 0.504], [3.115, 3.701, -0.654], [1.812, 2.927, -2.329], [0.368, 2.978, -1.359], [1.067, 0.734, -2.281], [2.480, 0.793, -1.237], [-0.069, 1.357, -0.057], [-2.431, -0.100, -3.049], [-1.725, 1.432, -2.523], [-0.751, -0.031, -2.520], [-3.571, 1.033, 0.282], [-4.146, -0.439, -0.452], [-2.232, 2.847, -0.846], [-3.209, 4.317, -1.085], [-3.696, 3.164, 0.114], [-2.809, 3.495, -3.263], [-4.493, 3.833, -3.579], [-3.823, 2.222, -3.935], [-1.729, 1.836, 1.447], [-2.660, 0.773, 3.154], [0.344, 1.581, 2.903], [-0.036, -2.944, 4.741], [-0.706, -1.404, 5.231], [0.296, -1.545, 3.748], [-4.181, -2.369, 4.186], [-3.819, -1.006, 3.145], [-2.415, -0.054, 5.086], [-3.010, -1.335, 6.105], [-4.124, -0.132, 5.393], [1.489, -0.628, 1.958], [2.016, -2.296, 1.769], [3.934, -0.599, 2.069], [3.267, 0.819, 1.290], [5.380, -1.059, 0.152], [5.686, 0.530, 0.936], [6.261, -0.497, -1.789], [5.629, 0.866, -2.693], [4.782, -1.851, -2.937], [3.468, -1.009, -2.147], [4.060, -0.411, -3.708], [2.129, -3.040, -0.440], [-0.571, -4.359, -0.697], [1.027, -4.969, -1.007], [0.609, -4.616, 0.640], [1.353, -1.552, -2.333], [1.632, -3.230, -2.622], [-0.524, -2.096, -3.610], [-1.236, -2.576, -2.041], [-0.487, -3.758, -3.145]], "lowdin_charge": [-0.09, -0.22, -0.17, -0.19, 0.07, 0.06, -0.34, 0.03, 0.04, -0.05, -0.44, 0.10, -0.11, -0.07, -0.03, -0.20, 0.77, -0.21, -0.94, 0.92, 0.94, -0.27, -0.44, -0.17, -0.15, -0.29, -0.14, -0.14, -0.18, -0.17, -0.16, -0.23, -0.05, -0.26, -0.05, -0.20, -0.09, 0.07, 0.06, 0.06, 0.08, 0.11, 0.12, 0.09, 0.10, 0.09, 0.08, 0.12, 0.10, 0.07, 0.09, 0.09, 0.06, 0.10, 0.09, 0.08, 0.10, 0.09, 0.02, 0.02, -0.01, 0.03, 0.03, 0.00, 0.07, 0.04, 0.04, 0.08, 0.08, 0.10, 0.15, 0.14, 0.11, 0.14, 0.13, 0.11, 0.11, 0.08, 0.04, 0.07, 0.13, 0.03, 0.10, 0.09, 0.07, 0.12, 0.07, 0.03, 0.08], "homo_energy_ev": -10.959, "max_force_ev_per_a": 1.84, "homo_lumo_gap_ev": 7.04, "charge": 1}

=====

(4)
{"formula": "C27H25MnN5O2S2", "method": "ωB97M-V with the def2-TZVPD basis set", "species": ["Mn", "N", "C", "C", "C", "C", "C", "C", "S", "O", "O", "N", "C", "N", "C", "C", "C", "N", "H", "H", "H", "H", "H", "H", "H", "H", "H", "C", "C", "C", "C", "C", "C", "C", "C", "S", "C", "N", "C", "C", "C", "C", "C", "C", "C", "C", "H", "H", "H", "H", "H", "H", "H", "H", "H", "H", "H", "H", "H", "H", "H", "H"], "xyz": [[0.018, 0.002, -0.076], [-5.668, 5.118, -1.996], [-4.624, 4.269, -2.228], [-3.363, 4.518, -1.663], [-2.311, 3.662, -1.902], [-2.508, 2.533, -2.697], [-3.752, 2.266, -3.256], [-4.799, 3.130, -3.027], [-1.172, 1.486, -3.035], [0.023, 2.261, -3.162], [-1.528, 0.540, -4.041], [-0.933, 0.565, -1.610], [-1.822, -0.480, -1.404], [-3.086, -0.446, -1.818], [-3.806, -1.538, -1.618], [-3.307, -2.671, -0.973], [-2.039, -2.580, -0.481], [-1.273, -1.490, -0.678], [-5.525, 5.979, -1.504], [-6.542, 4.994, -2.467], [-3.218, 5.399, -1.047], [-1.333, 3.873, -1.483], [-3.883, 1.383, -3.871], [-5.770, 2.935, -3.469], [-4.829, -1.506, -1.979], [-3.895, -3.567, -0.843], [-1.588, -3.402, 0.050], [-1.843, -5.094, 2.137], [-0.944, -5.074, 3.368], [-0.082, -6.344, 3.348], [-1.838, -5.079, 4.617], [-0.030, -3.842, 3.409], [0.873, -3.721, 4.485], [1.723, -2.649, 4.615], [1.675, -1.657, 3.641], [2.603, -0.197, 3.553], [1.796, 0.231, 2.121], [0.907, -0.636, 1.696], [0.803, -1.741, 2.563], [-0.054, -2.841, 2.450], [2.007, 1.453, 1.363], [2.887, 2.447, 1.759], [3.018, 3.585, 0.979], [2.271, 3.702, -0.180], [1.385, 2.700, -0.570], [1.240, 1.561, 0.200], [-2.481, -5.979, 2.171], [-1.251, -5.153, 1.217], [-2.498, -4.217, 2.098], [-0.723, -7.228, 3.299], [0.536, -6.432, 4.243], [0.580, -6.352, 2.478], [-2.509, -5.940, 4.592], [-2.445, -4.171, 4.665], [-1.251, -5.141, 5.536], [0.902, -4.493, 5.244], [2.405, -2.576, 5.454], [-0.735, -2.881, 1.615], [3.467, 2.333, 2.669], [3.701, 4.371, 1.274], [2.377, 4.582, -0.803], [0.858, 2.809, -1.497]], "nbo_charge": [1.55, -0.78, 0.22, -0.27, -0.14, -0.47, -0.05, -0.30, 2.35, -0.93, -0.91, -0.97, 0.55, -0.46, 0.15, -0.32, 0.11, -0.64, 0.40, 0.40, 0.22, 0.23, 0.24, 0.22, 0.22, 0.25, 0.22, -0.61, -0.11, -0.60, -0.60, 0.13, -0.21, -0.19, -0.26, 0.52, 0.12, -0.62, 0.20, -0.29, -0.18, -0.16, -0.19, -0.16, -0.23, -0.20, 0.23, 0.20, 0.20, 0.22, 0.21, 0.21, 0.22, 0.21, 0.21, 0.23, 0.24, 0.21, 0.22, 0.23, 0.23, 0.26], "homo_energy_ev": [-10.473, -10.492], "de_lowest_kcal_mol": 19.03, "multiplicity": 5, "max_force_ev_per_a": 1.83, "homo_lumo_gap_ev": [6.56, 6.62], "charge": 1, "s2": 6.127}